1.
This record from the OMol25 dataset describes a structure of composition C3H11N3O in a non-equilibrium geometry. The level of theory is the ωB97M-V functional and the def2-TZVPD basis.

```
18
Properties=species:S:1:pos:R:3:lowdin_charge:R:1
C 0.02146 -2.12314 -1.08235 -0.065
C -0.66006 0.83029 1.06025 -0.258
C -1.78236 1.49073 0.27282 -0.099
N 0.61423 0.87635 0.33761 -0.337
N 0.66805 0.22889 -0.89308 0.005
N 1.66018 0.47670 1.19407 0.027
O 1.08024 -2.79321 -0.65420 -0.044
H 1.70116 -3.09559 -1.33964 0.111
H 0.06586 0.73127 -1.54229 0.070
H 1.64613 -0.53743 1.32913 0.072
H 2.53416 0.71707 0.73714 0.074
H -0.03332 -2.08949 -2.19012 0.051
H 0.10752 -0.82947 -0.77007 -0.027
H -0.92609 -0.21195 1.29530 0.109
H -0.48873 1.35936 1.99750 0.107
H -2.67478 1.55557 0.89303 0.069
H -2.04118 0.91691 -0.61700 0.060
H -1.49248 2.49714 -0.02812 0.074
```

Computed properties:
E_LUMO: 0.0072 Ha
HOMO: -7.51 eV
relative energy (zero: lowest compared OMol25 entry of this formula, charge and spin): 148.6 kcal per mole
2S+1: 1

=====

2.
This record from the OMol25 dataset describes a cluster of 2 separate species, C3H12NO in total in a non-equilibrium geometry. The level of theory is the ωB97M-V functional and the def2-TZVPD basis.

```
17
Properties=species:S:1:pos:R:3:lowdin_charge:R:1
C -0.96952 1.70730 -1.12978 -0.075
O -0.49480 0.35165 -1.52888 -0.175
H -1.98898 1.54901 -0.75895 0.087
H -1.00275 2.41285 -1.99997 0.104
H -0.36504 2.15530 -0.30529 0.088
H -1.34432 -0.00725 -1.85409 0.116
C -0.55648 -0.30726 1.48805 -0.096
C 0.73143 -1.10969 1.28955 -0.217
N 1.37570 -0.76186 -0.00237 0.149
H -1.02973 -0.58949 2.45565 0.102
H -1.30490 -0.45070 0.68045 0.079
H -0.31708 0.78756 1.58771 0.091
H 0.46141 -2.22816 1.21443 0.155
H 1.46921 -0.81051 2.12139 0.155
H 1.99757 -0.03494 0.28614 0.148
H 1.92385 -1.55627 -0.39850 0.187
H 0.59664 -0.44973 -0.66819 0.101
```

Computed properties:
E_LUMO: -0.1216 Ha
HOMO: -15.41 eV
total charge: +1
relative energy (zero: lowest compared OMol25 entry of this formula, charge and spin): 30.5 kcal per mole
2S+1: 1

=====

3.
This record from the OMol25 dataset describes a cluster of 6 separate species, C24H27BrCl15NOS in total in a non-equilibrium geometry. The level of theory is the ωB97M-V functional and the def2-TZVPD basis.

```
70
Properties=species:S:1:pos:R:3:lowdin_charge:R:1
C -1.97392 7.05542 -2.18201 -0.100
C -2.58609 6.42106 -0.90583 -0.222
C -4.02324 5.92682 -1.06800 -0.238
O -4.11504 4.73893 -1.84863 -0.126
C -4.90859 3.72214 -1.26071 -0.170
C -3.97973 2.75202 -0.51975 -0.185
C -3.52421 2.99215 0.76166 -0.040
C -2.65380 2.10918 1.36710 -0.087
C -2.26018 0.98867 0.67271 -0.443
C -2.73222 0.70861 -0.60153 -0.269
C -3.59685 1.60007 -1.19312 0.035
N -2.33804 -0.47833 -1.30733 0.054
C -0.90841 -0.67079 -1.30276 -0.277
C -0.28543 -0.96401 -2.49956 0.006
C 1.08939 -1.12113 -2.50833 -0.037
C 1.83109 -0.99463 -1.34541 -0.272
C 3.35029 -1.14137 -1.51682 -0.595
Br 4.32431 -1.22599 0.17980 0.789
C 3.83124 0.11693 -2.31758 -0.300
C 4.15446 -0.20074 -3.81014 -0.099
C 1.21046 -0.74519 -0.13809 -0.087
C -0.16688 -0.58135 -0.14066 -0.422
S -1.10076 -0.20332 1.34360 0.992
H -1.05464 6.50968 -2.43438 0.063
H -2.66093 7.10134 -3.03283 0.072
H -1.63836 8.08520 -1.99134 0.064
H -2.63552 7.21973 -0.14578 0.106
H -1.93888 5.65365 -0.46189 0.106
H -4.41365 5.74691 -0.05310 0.106
H -4.63961 6.70962 -1.54326 0.127
H -5.69260 4.10126 -0.58847 0.126
H -5.42268 3.13770 -2.03680 0.120
H -3.83936 3.90599 1.26584 0.115
H -2.26305 2.27952 2.36933 0.112
H -3.97576 1.45050 -2.20340 0.128
H -2.74663 -1.28872 -0.83676 0.136
H -0.82757 -1.04776 -3.43862 0.121
H 1.59164 -1.32067 -3.45486 0.118
H 3.54357 -2.05544 -2.08647 0.094
H 2.99427 0.82626 -2.33658 0.045
H 4.65177 0.63656 -1.81329 0.078
H 4.26568 -1.27688 -3.98299 0.069
H 3.34614 0.15025 -4.46644 0.069
H 5.04769 0.36947 -4.08957 0.064
H 1.78179 -0.65359 0.78135 0.054
Cl 5.36652 -5.48997 1.49809 0.506
C 6.33376 -4.31761 0.60330 -1.574
Cl 7.62450 -3.67047 1.61842 0.519
Cl 6.99639 -5.04262 -0.86498 0.518
H 5.68955 -3.49630 0.31431 -0.097
Cl -1.69446 -2.86651 3.98281 0.509
C -0.01143 -3.19529 4.39183 -1.519
Cl 0.23976 -4.93459 4.57358 0.493
Cl 1.06943 -2.51338 3.17034 0.539
H 0.20853 -2.71829 5.33869 0.016
Cl -3.10583 -5.30827 6.11783 0.506
C -4.24203 -5.85706 4.88623 -1.543
Cl -5.17287 -4.49930 4.24665 0.518
Cl -3.39270 -6.69628 3.58517 0.515
H -4.93139 -6.55364 5.34603 0.011
Cl 0.21962 -8.02694 3.85790 0.490
C 1.90205 -8.36568 4.26654 -1.553
Cl 2.16011 -10.10047 4.46734 0.529
Cl 2.98050 -7.71411 3.03380 0.515
H 2.12725 -7.87847 5.20721 0.012
Cl 2.55172 3.29553 -1.34905 0.555
C 3.53608 4.46037 -2.23395 -1.539
Cl 4.82727 5.09276 -1.21092 0.528
Cl 4.20325 3.72588 -3.69637 0.532
H 2.90170 5.28664 -2.52908 0.011
```

Computed properties:
E_LUMO: 0.0168 Ha
SMILES string: CCCOCc1ccc2c(c1)Nc1ccc([C@H](Br)CC)cc1S2.ClC(Cl)Cl.ClC(Cl)Cl.ClC(Cl)Cl.ClC(Cl)Cl.ClC(Cl)Cl
HOMO: -8.29 eV
2S+1: 1

=====

4.
This record from the OMol25 dataset describes the molecule C2H2BrN in a non-equilibrium geometry. The level of theory is the ωB97M-V functional and the def2-TZVPD basis.

```
6
Properties=species:S:1:pos:R:3:lowdin_charge:R:1
C -0.37174 -0.50733 0.36987 -0.855
C 0.37775 0.53725 -0.31780 -0.042
N -1.00848 0.57771 0.39524 0.106
Br -0.41613 -2.37432 0.87087 0.643
H 1.27457 1.01315 -0.03949 0.094
H 0.14403 0.75355 -1.27870 0.053
```

Computed properties:
E_LUMO (alpha / beta): 0.0192 / -0.1145 Ha
expectation value of S²: 2.008
HOMO (alpha / beta): -6.08 / -10.43 eV
relative energy (zero: lowest compared OMol25 entry of this formula, charge and spin): 87.0 kcal per mole
2S+1: 3

=====

5.
This record from the OMol25 dataset describes a structure of composition CaCs2O20Pd2S5 in a non-equilibrium geometry. The level of theory is the ωB97M-V functional and the def2-TZVPD basis.

```
30
Properties=species:S:1:pos:R:3:lowdin_charge:R:1
Pd -0.69948 2.46187 -0.75872 1.101
Pd 1.64924 -0.24033 -1.65502 1.131
Ca -1.24755 -0.97008 0.42351 1.478
Cs 1.05450 -5.71601 1.00108 1.138
Cs 1.67991 1.96362 1.75588 1.294
S -1.90259 -3.87531 1.05558 0.240
O -0.61259 -3.08875 1.13544 -0.627
O -2.60852 -3.83320 2.44942 -0.444
O -2.70457 -3.09926 0.05624 -0.466
O -1.59713 -5.22344 0.58358 -0.622
S 2.52958 -1.40422 0.76810 0.338
O 3.29486 -0.90278 -0.41878 -0.435
O 1.08066 -1.00961 0.30417 -0.619
O 2.53845 -2.87250 0.77210 -0.430
O 2.73505 -0.78566 2.11914 -0.464
S -1.90578 1.94018 2.32223 0.305
O -1.30818 2.08046 3.63196 -0.368
O -3.27996 2.40779 2.32529 -0.341
O -1.12298 2.68179 1.21133 -0.648
O -1.75728 0.45356 1.87396 -0.605
S 2.02648 3.17578 -1.45299 0.239
O 3.19750 3.28208 -0.63552 -0.411
O 0.97141 4.16655 -0.94272 -0.428
O 2.36044 3.20611 -2.86546 -0.326
O 1.44369 1.77461 -1.12383 -0.696
S -1.19754 0.69482 -2.81480 0.309
O -1.65045 0.63722 -1.39119 -0.526
O -0.90359 2.14410 -3.07189 -0.371
O -0.00403 -0.25559 -2.84204 -0.471
O -2.05953 0.20617 -3.81604 -0.274
```

Computed properties:
E_LUMO (alpha / beta): 0.0958 / 0.0943 Ha
expectation value of S²: 6.009
HOMO (alpha / beta): -3.55 / -3.55 eV
total charge: -2
2S+1: 5

=====

6.
This record from the OMol25 dataset describes a structure of composition C9H10N2O2S in a non-equilibrium geometry. The level of theory is the ωB97M-V functional and the def2-TZVPD basis.

```
24
Properties=species:S:1:pos:R:3:lowdin_charge:R:1
C 0.43664 -2.68665 0.27137 -0.111
C -2.82327 -0.44666 1.04377 0.006
C -1.79502 -1.33974 1.06563 -0.079
C -1.99522 0.11318 -1.15471 -0.141
C -2.81240 0.58435 -0.04940 -0.150
C 2.66495 1.38713 -0.31909 -0.083
C 3.08196 -0.06643 -0.33438 -0.114
C 1.67311 0.25410 -0.60840 -0.283
C -0.70248 -1.07353 0.22221 -0.420
N 1.10290 -3.60892 0.41893 0.071
N -0.97049 -0.59327 -1.08114 0.094
O -0.08161 1.26359 0.96951 -0.276
O 1.28550 -0.57336 1.95260 -0.283
S 0.58208 0.02289 0.82375 0.710
H -3.74557 -0.65220 1.59984 0.126
H -1.63382 -1.75201 2.01823 0.117
H -2.37254 0.36172 -2.16802 0.143
H -3.70267 0.87277 -0.57797 0.115
H -2.40036 1.47383 0.38862 0.121
H 2.59160 1.87164 0.56395 0.060
H 3.05067 2.09845 -1.05320 0.114
H 3.77095 -0.54607 -0.99439 0.115
H 3.22766 -0.37551 0.60432 0.051
H 1.30857 0.24198 -1.57056 0.095
```

Computed properties:
E_LUMO: -0.0153 Ha
HOMO: -10.20 eV
relative energy (zero: lowest compared OMol25 entry of this formula, charge and spin): 158.9 kcal per mole
2S+1: 1

=====

7.
This record from the OMol25 dataset describes a cluster of 9 separate species, H16IO8 in total in a non-equilibrium geometry. The level of theory is the ωB97M-V functional and the def2-TZVPD basis.

```
25
Properties=species:S:1:pos:R:3:lowdin_charge:R:1
I 0.10225 -0.01438 -0.08640 0.605
O 3.31959 -1.52749 0.72516 -0.080
H 2.45673 -1.13447 0.56982 -0.107
H 3.17422 -1.84228 1.59417 -0.001
O -1.68445 3.16887 0.78105 -0.063
H -1.36249 4.07021 0.72838 0.031
H -1.05141 2.59237 0.43548 -0.100
O -0.75695 1.85470 -2.85736 -0.103
H -1.16945 1.22219 -3.43204 0.014
H -0.74852 1.35052 -2.03743 -0.145
O -0.52104 -2.31944 -2.72439 -0.104
H -0.98153 -2.97052 -2.16427 0.026
H -0.52930 -1.47781 -2.31736 -0.124
O -2.52174 -2.41135 -0.41385 -0.087
H -1.83094 -2.66177 0.15649 -0.017
H -2.36372 -1.47156 -0.55560 -0.035
O 1.53614 0.90534 2.92959 -0.136
H 0.93036 0.56222 2.26779 -0.152
H 1.10331 0.70215 3.80970 0.052
O -0.90094 -1.37086 2.91202 -0.114
H -0.99049 -0.76790 2.11592 -0.089
H -1.45458 -1.08855 3.59205 -0.016
O 2.39875 1.78637 -1.91147 -0.118
H 2.02750 1.53778 -2.78022 0.031
H 1.81870 1.30566 -1.33724 -0.166
```

Computed properties:
E_LUMO: 0.1077 Ha
HOMO: -6.03 eV
total charge: -1
relative energy (zero: lowest compared OMol25 entry of this formula, charge and spin): 17.3 kcal per mole
2S+1: 1

=====

8.
This record from the OMol25 dataset describes the molecule C2H4N4. The level of theory is the ωB97M-V functional and the def2-TZVPD basis.

```
10
Properties=species:S:1:pos:R:3:lowdin_charge:R:1
N 1.80971 -0.20774 0.27395 0.089
C 0.44262 -0.18918 0.02426 -0.425
C -0.46221 0.83951 0.04441 -0.054
N -1.65623 0.20313 -0.12246 -0.032
N -1.50156 -1.11459 -0.21848 -0.028
N -0.23130 -1.35917 -0.16829 0.033
H 2.33692 0.52089 -0.18522 0.084
H 2.18156 -1.12439 0.06364 0.082
H -0.36126 1.91272 0.09256 0.108
H -2.55824 0.51883 0.19563 0.144
```

Computed properties:
E_LUMO: 0.0351 Ha
SMILES string: Nc1c[nH]nn1
HOMO: -8.59 eV
relative energy (zero: lowest compared OMol25 entry of this formula, charge and spin): 25.0 kcal per mole
2S+1: 1

=====

- Look up the 2S+1 of the fifth one.
  5

=====

Repeat the sixth record exactly.
This record from the OMol25 dataset describes a structure of composition C9H10N2O2S in a non-equilibrium geometry. The level of theory is the ωB97M-V functional and the def2-TZVPD basis.

```
24
Properties=species:S:1:pos:R:3:lowdin_charge:R:1
C 0.43664 -2.68665 0.27137 -0.111
C -2.82327 -0.44666 1.04377 0.006
C -1.79502 -1.33974 1.06563 -0.079
C -1.99522 0.11318 -1.15471 -0.141
C -2.81240 0.58435 -0.04940 -0.150
C 2.66495 1.38713 -0.31909 -0.083
C 3.08196 -0.06643 -0.33438 -0.114
C 1.67311 0.25410 -0.60840 -0.283
C -0.70248 -1.07353 0.22221 -0.420
N 1.10290 -3.60892 0.41893 0.071
N -0.97049 -0.59327 -1.08114 0.094
O -0.08161 1.26359 0.96951 -0.276
O 1.28550 -0.57336 1.95260 -0.283
S 0.58208 0.02289 0.82375 0.710
H -3.74557 -0.65220 1.59984 0.126
H -1.63382 -1.75201 2.01823 0.117
H -2.37254 0.36172 -2.16802 0.143
H -3.70267 0.87277 -0.57797 0.115
H -2.40036 1.47383 0.38862 0.121
H 2.59160 1.87164 0.56395 0.060
H 3.05067 2.09845 -1.05320 0.114
H 3.77095 -0.54607 -0.99439 0.115
H 3.22766 -0.37551 0.60432 0.051
H 1.30857 0.24198 -1.57056 0.095
```

Computed properties:
E_LUMO: -0.0153 Ha
HOMO: -10.20 eV
relative energy (zero: lowest compared OMol25 entry of this formula, charge and spin): 158.9 kcal per mole
2S+1: 1